1.
ORCA calculation (the ωB97M-V functional and the def2-TZVPD basis) on a single C2H6N2 molecule at a distorted geometry.

Values from the calculation:
* structure (SMILES): C/N=C\N
* E_LUMO: 0.999 eV
* ΔE to the lowest compared entry with this formula, charge and spin: 38.82 kcal/mol
* strongest force on any atom: 0.050 hartree/bohr
* gap between HOMO and LUMO: 10.576 eV

Last column: Löwdin charge in e.
CARTESIAN COORDINATES (ANGSTROEM)
1 C -0.915865 0.722757 0.331557  -0.301
2 H -1.515790 -0.849328 -0.729920  0.060
3 H 0.973007 -1.132254 -0.288341  0.063
4 H 2.094059 0.086408 -0.059806  0.086
5 H 1.578280 -0.830085 1.284083  0.061
6 N 0.202807 0.583390 0.932401  -0.009
7 H -0.589673 0.231360 -1.654253  0.106
8 C 1.182269 -0.322828 0.422996  -0.184
9 H -1.736703 1.407898 0.625906  0.109
10 N -1.272391 0.102681 -0.864623  0.008

Forces on atoms 1 to 3 (eV/Å):
0.95 0.44 0.43
-0.18 -0.93 -0.21
-1.05 0.21 0.02



2.
ORCA calculation (the ωB97M-V functional and the def2-TZVPD basis) on a single C2H6N2 molecule at a distorted geometry.

Values from the calculation:
* structure (SMILES): [H]/N=C/NC
* E_LUMO: 1.113 eV
* ΔE to the lowest compared entry with this formula, charge and spin: 37.20 kcal/mol
* strongest force on any atom: 0.027 hartree/bohr
* gap between HOMO and LUMO: 10.164 eV

Last column: Löwdin charge in e.
CARTESIAN COORDINATES (ANGSTROEM)
1 C -0.563218 0.630939 0.136119  -0.340
2 H -0.799280 -1.261727 -0.755614  0.104
3 H 0.940020 -2.329955 -0.005609  0.074
4 H -1.318319 0.953027 0.857855  0.105
5 H -0.133311 2.405116 -0.145890  0.044
6 H 0.897298 -1.334731 1.498690  0.069
7 H 1.714826 -0.739454 0.048907  0.071
8 C 0.870246 -1.332384 0.412402  -0.117
9 N -0.419183 -0.750711 0.022367  -0.114
10 N 0.004849 1.495183 -0.594225  0.105

Forces on atoms 1 to 3 (eV/Å):
-0.90 0.69 -0.63
-0.30 0.67 -0.31
0.02 -0.16 0.21



3.
ORCA calculation (the ωB97M-V functional and the def2-TZVPD basis) on a 2-piece molecular cluster, C2H6N2O overall at a distorted geometry.

Values from the calculation:
* 2S+1: 2
* E_LUMO (alpha / beta): 3.921 / 3.854 eV
* ΔE to the lowest compared entry with this formula, charge and spin: 37.52 kcal/mol
* strongest force on any atom: 0.083 hartree/bohr
* gap between HOMO and LUMO (alpha / beta): 2.996 / 6.369 eV
* total charge: -1

Last column: Löwdin charge in e.
CARTESIAN COORDINATES (ANGSTROEM)
1 N -1.332958 -0.164846 0.796371  0.054
2 H -2.042436 -1.833991 -0.306848  0.095
3 O 1.414274 1.199263 1.106296  -0.352
4 H -0.594878 0.544269 0.765900  0.062
5 H 2.094544 0.841612 -0.804589  -0.043
6 H 3.277308 0.805122 0.567815  -0.068
7 C 2.275772 0.854027 0.261497  -0.458
8 N -0.563593 -0.559937 -1.287607  0.019
9 H -2.196733 -0.047227 1.334085  0.089
10 C -1.323254 -0.981512 -0.267837  -0.370
11 H -1.008046 -0.656775 -2.165082  -0.027

Forces on atoms 1 to 3 (eV/Å):
-0.55 -0.77 1.43
0.22 0.65 0.12
-2.69 0.76 1.77



4.
ORCA calculation (the ωB97M-V functional and the def2-TZVPD basis) on a 2-piece molecular cluster, C2H6N2O overall at a distorted geometry.

Values from the calculation:
* E_LUMO: 0.936 eV
* ΔE to the lowest compared entry with this formula, charge and spin: 109.53 kcal/mol
* strongest force on any atom: 0.061 hartree/bohr
* gap between HOMO and LUMO: 9.692 eV

Last column: Löwdin charge in e.
CARTESIAN COORDINATES (ANGSTROEM)
1 H -2.358292 1.112590 -0.077646  0.102
2 H 2.842609 -0.535792 0.060529  0.075
3 H -1.123692 1.110059 -1.611231  0.125
4 H 0.840536 -0.232083 1.575664  0.055
5 C -1.586203 0.523509 -0.678623  -0.070
6 O 1.094264 -0.657349 -0.833835  -0.258
7 H 1.889217 -1.843137 0.448714  0.052
8 C -0.434607 0.142915 0.167962  -0.241
9 N 1.947629 -0.896224 0.277122  -0.084
10 H -1.975213 -0.392441 -1.277025  0.108
11 N -0.036296 0.258767 1.314204  0.138

Forces on atoms 1 to 3 (eV/Å):
1.07 -0.96 -1.07
0.98 0.10 -0.21
-1.08 -0.69 2.26



5.
ORCA calculation (the ωB97M-V functional and the def2-TZVPD basis) on a single C2H6N2O molecule at a distorted geometry.

Values from the calculation:
* structure (SMILES): NCC(N)=O
* E_LUMO: 0.579 eV
* ΔE to the lowest compared entry with this formula, charge and spin: 42.81 kcal/mol
* strongest force on any atom: 0.066 hartree/bohr
* gap between HOMO and LUMO: 9.962 eV

Last column: Löwdin charge in e.
CARTESIAN COORDINATES (ANGSTROEM)
1 C -0.128446 -0.666494 0.184999  -0.413
2 N -1.348978 -0.735015 -0.538376  0.118
3 C 0.202218 0.951851 0.244261  -0.203
4 O 0.256409 -1.508745 1.010714  0.021
5 H -1.498740 0.001087 -1.204714  0.085
6 H 1.414842 1.101574 -1.490137  0.072
7 N 1.209536 1.574881 -0.592573  -0.038
8 H -1.865099 -1.576136 -0.346155  0.097
9 H -0.698892 1.517524 -0.008095  0.091
10 H 0.303726 0.944871 1.284261  0.080
11 H 0.826359 2.489838 -0.979796  0.089

Forces on atoms 1 to 3 (eV/Å):
-2.06 1.40 1.06
2.83 -1.00 1.60
-0.85 -1.76 -1.96



6.
ORCA calculation (the ωB97M-V functional and the def2-TZVPD basis) on a 2-piece molecular cluster, C2H6N2O overall at a distorted geometry.

Values from the calculation:
* structure (SMILES): [H]/N=C/N.C=O
* E_LUMO: 0.940 eV
* ΔE to the lowest compared entry with this formula, charge and spin: 70.30 kcal/mol
* strongest force on any atom: 0.052 hartree/bohr
* gap between HOMO and LUMO: 9.892 eV

Last column: Löwdin charge in e.
CARTESIAN COORDINATES (ANGSTROEM)
1 N -0.850259 2.813378 -0.298575  0.050
2 H 1.818900 3.516475 1.002047  0.032
3 O 0.208246 -5.993971 0.878205  0.006
4 N 1.061416 2.840716 0.896788  0.024
5 H -0.661460 -5.605317 -1.004416  0.075
6 H -1.736794 3.034051 -0.708164  0.083
7 C 0.488840 3.130460 -0.215557  -0.384
8 C -0.155878 -5.356607 -0.063966  -0.160
9 H -0.094860 -4.241951 0.030962  0.079
10 H 0.980679 3.423060 -1.146427  0.111
11 H -1.058831 2.439706 0.629102  0.084

Forces on atoms 1 to 3 (eV/Å):
-0.14 -1.60 2.06
0.84 -1.01 -0.18
-0.08 -1.12 -0.55



7.
ORCA calculation (the ωB97M-V functional and the def2-TZVPD basis) on a 2-piece molecular cluster, C2H6N2O overall at a distorted geometry.

Values from the calculation:
* structure (SMILES): [H]/N=C/N.C=O
* E_LUMO: 0.873 eV
* ΔE to the lowest compared entry with this formula, charge and spin: 60.19 kcal/mol
* strongest force on any atom: 0.108 hartree/bohr
* gap between HOMO and LUMO: 10.031 eV

Last column: Löwdin charge in e.
CARTESIAN COORDINATES (ANGSTROEM)
1 N 1.888193 0.583610 1.332636  0.062
2 C -1.692340 0.676075 -1.229622  -0.127
3 H 0.584957 -1.805710 -0.311480  -0.010
4 H -1.511998 1.710373 -0.964766  0.065
5 N 0.599116 -1.034020 0.298237  0.027
6 H 2.741521 -1.223731 0.776754  0.119
7 H 2.616691 0.998600 1.879356  0.093
8 H 0.967114 0.894855 1.572330  0.090
9 C 1.842674 -0.575026 0.666101  -0.319
10 O -2.855512 0.249967 -1.186600  -0.056
11 H -0.867354 -0.027534 -1.494378  0.056

Forces on atoms 1 to 3 (eV/Å):
-0.63 0.79 0.20
-2.73 -2.22 -0.04
0.60 -1.46 -0.47



8.
ORCA calculation (the ωB97M-V functional and the def2-TZVPD basis) on a single C2H6N2O molecule at a distorted geometry.

Values from the calculation:
* structure (SMILES): CC(=O)NN
* E_LUMO: 0.786 eV
* ΔE to the lowest compared entry with this formula, charge and spin: 51.45 kcal/mol
* strongest force on any atom: 0.076 hartree/bohr
* gap between HOMO and LUMO: 10.239 eV

Last column: Löwdin charge in e.
CARTESIAN COORDINATES (ANGSTROEM)
1 H -1.905853 -0.594759 0.992501  0.078
2 H -2.177497 -0.065128 -0.766254  0.152
3 C 0.945884 -0.457259 0.005636  -0.531
4 N -1.503195 -0.235091 0.125248  -0.042
5 H -0.207270 -2.055052 -0.027102  0.159
6 H 1.882624 1.571635 0.046557  0.099
7 H 0.280841 1.381953 0.848350  0.065
8 C 0.846037 1.085013 -0.065782  -0.049
9 N -0.364995 -1.012788 -0.269334  -0.083
10 O 1.978516 -1.058636 0.050498  0.067
11 H 0.224904 1.440113 -0.940321  0.085

Forces on atoms 1 to 3 (eV/Å):
-0.35 0.15 -0.81
1.90 -1.05 3.28
-2.05 2.73 -1.88



9.
ORCA calculation (the ωB97M-V functional and the def2-TZVPD basis) on a single C2H6N2O molecule at a distorted geometry.

Values from the calculation:
* structure (SMILES): N/C=C\ON
* E_LUMO: 0.977 eV
* ΔE to the lowest compared entry with this formula, charge and spin: 105.83 kcal/mol
* strongest force on any atom: 0.111 hartree/bohr
* gap between HOMO and LUMO: 9.571 eV

Last column: Löwdin charge in e.
CARTESIAN COORDINATES (ANGSTROEM)
1 C 1.250054 -0.379423 0.369504  -0.243
2 O -0.840801 0.128512 -0.614898  -0.171
3 H 0.861867 -2.434496 0.434543  0.086
4 H 0.210323 1.485396 0.608952  0.101
5 H -2.309066 0.967621 0.426918  0.080
6 H 1.802846 0.404216 0.996507  0.112
7 H -1.672879 1.930706 -0.754409  0.076
8 C 0.229656 0.482438 0.198109  -0.173
9 N 1.264198 -1.661847 -0.076427  0.026
10 N -1.972946 0.979737 -0.536894  0.019
11 H 1.176748 -1.902860 -1.051905  0.086

Forces on atoms 1 to 3 (eV/Å):
-2.39 4.94 1.49
0.08 0.47 0.39
0.09 0.57 0.59



10.
ORCA calculation (the ωB97M-V functional and the def2-TZVPD basis) on a single C2H6N2O molecule at a distorted geometry.

Values from the calculation:
* structure (SMILES): C/N=C\NO
* E_LUMO: 0.778 eV
* ΔE to the lowest compared entry with this formula, charge and spin: 78.68 kcal/mol
* strongest force on any atom: 0.049 hartree/bohr
* gap between HOMO and LUMO: 10.398 eV

Last column: Löwdin charge in e.
CARTESIAN COORDINATES (ANGSTROEM)
1 C 1.621441 -0.361986 0.063166  -0.191
2 H 2.760624 -0.306913 0.253737  0.093
3 N 1.026937 0.941554 0.083670  -0.026
4 N -1.023594 -0.147539 -0.363716  -0.040
5 H -0.835145 1.860860 -0.138846  0.120
6 C -0.238989 0.959696 -0.052632  -0.258
7 H -0.595302 -0.937822 0.074020  0.078
8 H 1.238172 -0.952943 0.976070  0.095
9 H 1.374620 -0.990333 -0.853295  0.092
10 H -3.034249 -0.101645 -0.367287  0.134
11 O -2.294519 0.037074 0.325115  -0.098

Forces on atoms 1 to 3 (eV/Å):
1.25 -1.79 1.23
-1.86 -0.03 -0.70
-0.98 0.47 -0.17



Repeat the fifth record exactly.
ORCA calculation (the ωB97M-V functional and the def2-TZVPD basis) on a single C2H6N2O molecule at a distorted geometry.

Values from the calculation:
* structure (SMILES): NCC(N)=O
* E_LUMO: 0.579 eV
* ΔE to the lowest compared entry with this formula, charge and spin: 42.81 kcal/mol
* strongest force on any atom: 0.066 hartree/bohr
* gap between HOMO and LUMO: 9.962 eV

Last column: Löwdin charge in e.
CARTESIAN COORDINATES (ANGSTROEM)
1 C -0.128446 -0.666494 0.184999  -0.413
2 N -1.348978 -0.735015 -0.538376  0.118
3 C 0.202218 0.951851 0.244261  -0.203
4 O 0.256409 -1.508745 1.010714  0.021
5 H -1.498740 0.001087 -1.204714  0.085
6 H 1.414842 1.101574 -1.490137  0.072
7 N 1.209536 1.574881 -0.592573  -0.038
8 H -1.865099 -1.576136 -0.346155  0.097
9 H -0.698892 1.517524 -0.008095  0.091
10 H 0.303726 0.944871 1.284261  0.080
11 H 0.826359 2.489838 -0.979796  0.089

Forces on atoms 1 to 3 (eV/Å):
-2.06 1.40 1.06
2.83 -1.00 1.60
-0.85 -1.76 -1.96